The following is a quantum chemistry calculation of C4H6N2O2 as an isolated structure in a non-equilibrium geometry, from the OMol25 dataset.

Output
- Spin multiplicity: 1
- Net charge: 0
- Energy relative to the best compared isomer or geometry (same formula, charge and spin): 960.35 kJ/mol
- Orbital gap: 8.7 eV
- Max |F|: 8.85 eV/Å

Each line ends with the Mulliken charge.
Element x y z (Å)
O  -0.783522  -1.178375  -0.102425  -0.25
O  -1.901434  -0.706087  1.919586  -0.49
N  -0.707698  0.941714  -0.920031  -0.20
N  -0.104648  1.951965  -1.838243  -0.60
C  -0.079887  0.020841  -0.342974  0.61
C  1.718787  -0.991360  0.953716  -0.56
C  1.085546  0.171753  0.390765  -0.16
C  -1.902473  -1.411425  0.785601  0.23
H  -1.005927  2.373292  -2.544162  0.28
H  0.544153  2.878051  -1.386350  0.25
H  1.680496  1.387662  0.658546  0.12
H  -2.721034  -2.206668  0.175017  0.27
H  1.521037  -2.509251  0.746712  0.22
H  2.656603  -0.722111  1.504243  0.27

Forces on the atoms, in the same order (eV/Å):
O -2.5 -1.3 0.4
O -1.0 -5.2 -7.1
N -0.7 1.5 -3.8
N -1.1 2.6 0.4
C -2.4 1.5 1.0
C -0.2 0.5 -1.5
C 6.3 -1.7 3.5
C 1.4 4.6 3.3
H 3.5 -1.4 3.5
H -2.9 -3.5 -1.3
H -2.3 -4.2 -1.1
H 2.5 2.3 2.4
H 0.2 5.3 0.6
H -1.0 -0.9 -0.3

=====

The following is a quantum chemistry calculation of an isolated molecule of C4H10N2O in a non-equilibrium geometry, from the OMol25 dataset.

Output
- SMILES: CCCNC(N)=O
- Spin multiplicity: 1
- Net charge: 0
- Energy relative to the best compared isomer or geometry (same formula, charge and spin): 37.50 kJ/mol
- Orbital gap: 10.3 eV
- Max |F|: 1.08 eV/Å

Each line ends with the Mulliken charge.
Element x y z (Å)
O  0.576925  -0.783251  2.999732  -0.65
N  0.316529  -0.139145  0.842250  -0.10
N  -0.214944  -2.324483  1.548248  -0.32
C  -0.129210  -0.390238  -0.510079  -0.43
C  0.425325  1.990550  -1.260635  -1.24
C  -0.602918  0.877582  -1.205301  -0.47
C  0.228257  -1.072159  1.871175  0.41
H  0.635609  2.434477  -0.292659  0.35
H  0.019353  2.832774  -1.829071  0.37
H  0.642519  -0.882075  -1.119505  0.29
H  -0.747654  -2.523130  0.719457  0.16
H  1.356162  1.744090  -1.786155  0.31
H  -1.002321  -1.043177  -0.466938  0.28
H  1.115837  0.435992  1.064278  0.22
H  -0.959505  0.597374  -2.196476  0.32
H  -1.466162  1.263015  -0.652002  0.28
H  -0.193801  -3.018196  2.273682  0.22

Forces on the atoms, in the same order (eV/Å):
O 0.3 -0.1 0.0
N -0.2 -0.6 0.8
N -0.2 -0.2 -0.3
C 0.2 0.1 -0.2
C 0.0 0.7 -0.8
C 0.0 0.1 0.4
C 0.0 0.2 -0.1
H 0.2 -0.3 0.3
H -0.1 -0.1 -0.1
H -0.1 0.0 0.0
H 0.2 0.0 0.1
H -0.1 -0.3 0.3
H 0.1 -0.1 0.0
H -0.2 0.4 -0.5
H 0.1 0.1 -0.1
H 0.0 -0.1 -0.1
H -0.2 0.2 0.1

=====

The following is a quantum chemistry calculation of an isolated molecule of C4H8N2O in a non-equilibrium geometry, from the OMol25 dataset.

Output
- SMILES: C[C@](O)(C#N)CN
- Spin multiplicity: 1
- Net charge: 0
- Energy relative to the best compared isomer or geometry (same formula, charge and spin): 132.28 kJ/mol
- Orbital gap: 10.9 eV
- Max |F|: 1.13 eV/Å

Each line ends with the Mulliken charge.
Element x y z (Å)
O  0.628108  -0.225562  1.619308  -0.58
N  -1.782217  -0.343612  0.220739  -0.55
N  2.787003  -1.185123  -0.806421  -0.45
C  -0.550263  -0.827837  -0.393388  -0.75
C  0.597339  1.428878  -0.143572  -1.53
C  0.640650  -0.057214  0.221208  1.31
C  1.874821  -0.677417  -0.308967  -0.17
H  -0.297476  -0.046689  1.863156  0.44
H  -0.410087  -1.889289  -0.166824  0.43
H  -0.342100  1.846808  0.233703  0.38
H  0.652058  1.581182  -1.226471  0.33
H  -2.402411  -1.108683  0.457128  0.21
H  1.426780  1.954940  0.335012  0.36
H  -2.284571  0.260772  -0.419869  0.22
H  -0.537639  -0.711151  -1.484739  0.36

Forces on the atoms, in the same order (eV/Å):
O -0.2 0.0 0.1
N -0.2 -0.1 -0.2
N -0.9 0.5 0.5
C 0.1 -0.1 -0.1
C 0.0 0.1 0.0
C 0.0 0.0 -0.3
C 0.8 -0.5 -0.4
H 0.2 -0.1 0.0
H 0.0 0.2 0.0
H 0.1 0.0 -0.1
H 0.0 0.0 0.1
H 0.1 0.1 0.0
H -0.1 -0.1 -0.1
H 0.0 0.0 0.2
H 0.0 0.0 0.2

=====

The following is a quantum chemistry calculation of C3H4CuNaO3 as an isolated structure in a non-equilibrium geometry, from the OMol25 dataset.

Output
- Spin multiplicity: 2
- Net charge: +1
- Energy relative to the best compared isomer or geometry (same formula, charge and spin): 0.00 kJ/mol
- Orbital gap (spin up / spin down): 9.0 / 7.7 eV
- Max |F|: 2.49 eV/Å

Each line ends with the Mulliken charge.
Element x y z (Å)
Cu  -0.234671  2.207176  1.446213  0.69
Na  -3.785662  -3.130256  1.500506  1.04
O  1.286581  1.055541  0.134604  -0.40
O  -3.000603  -1.142168  1.358398  -0.79
O  -1.706208  0.588341  1.857556  -0.53
C  1.352487  0.473900  -0.975268  0.28
C  2.602695  0.270012  -1.629537  -0.68
C  -1.924148  -0.513923  1.295892  0.38
H  3.483701  0.816387  -1.289632  0.29
H  -1.160979  -0.978359  0.553342  0.10
H  0.461298  0.528185  -1.627375  0.31
H  2.625509  -0.174836  -2.624700  0.31

Forces on the atoms, in the same order (eV/Å):
Cu -0.4 -1.7 -0.3
Na 0.0 0.4 0.0
O -0.2 -0.5 -0.2
O 0.0 -0.7 0.3
O 0.9 0.4 -0.4
C 0.2 2.5 0.1
C -0.1 0.0 -0.4
C 0.2 0.3 -1.2
H -0.2 -0.5 0.2
H -0.4 0.8 1.1
H 0.0 -1.0 0.3
H 0.0 0.0 0.4

=====

The following is a quantum chemistry calculation of a 3-piece molecular cluster, C37H69B3F7N3O10 overall in a non-equilibrium geometry, from the OMol25 dataset.

Output
- Spin multiplicity: 3
- Net charge: 0
- Orbital gap (spin up / spin down): 9.3 / 8.9 eV
- Max |F|: 9.19 eV/Å

Each line ends with the Mulliken charge.
Element x y z (Å)
F  -5.576261  4.161452  -2.416441  -0.29
F  -4.986624  2.052533  -4.501444  -0.25
F  -5.796249  -0.666545  -3.446086  -0.35
F  -4.855445  2.736567  -0.651128  -0.21
F  -6.799319  1.830206  -2.970599  -0.31
F  -5.257361  -0.114204  -1.199059  -0.26
F  -3.325174  3.387046  -2.420301  -0.21
O  -3.740861  0.124419  1.497658  -0.52
O  -2.516098  -1.082854  -0.505435  -0.30
O  0.621307  -0.837950  -0.040816  -0.44
O  -2.126329  -0.474086  4.974431  -0.38
O  1.455032  -0.149361  -2.348005  -0.81
O  -1.694060  -1.310066  1.869840  -0.46
O  -0.452974  1.975977  -4.071603  -0.65
O  -2.467845  0.639287  -3.740385  -0.33
O  5.145132  0.571924  -0.170554  -0.39
O  0.271327  3.253519  -1.405798  -0.66
N  -1.845291  -0.415949  6.350919  0.09
N  -1.092193  2.449470  0.607256  0.08
N  6.383889  0.910038  -0.743479  0.19
C  7.439982  1.787034  1.391440  -1.18
C  -2.709786  -3.005777  7.520395  -0.49
C  -4.877864  -3.049234  -7.807069  -0.42
C  -3.730445  -1.938747  7.134452  -1.23
C  7.443281  0.688274  0.298856  1.58
C  -1.458743  -2.906091  6.654412  -1.17
C  -4.723250  2.951187  -2.109262  0.59
C  -0.166301  -1.219315  8.029786  -1.72
C  4.950365  2.533290  -2.106028  -1.91
C  -4.895333  0.229362  -2.625566  0.68
C  -2.363286  -2.821194  -6.673467  -0.70
C  -5.292359  1.753144  -3.059969  0.59
C  6.269785  2.302624  -1.293932  2.05
C  -1.174450  1.216304  -3.243454  -0.48
C  -3.150349  -0.498664  7.089359  1.91
C  -3.284000  -1.677210  -3.418487  -0.64
C  0.369437  -1.470431  5.659735  -1.73
C  -1.438445  -1.591757  -6.017245  -0.60
C  -6.268120  -2.267536  -7.328376  -0.85
C  7.461538  3.198087  0.813999  -0.52
C  -0.953911  0.785662  -1.675044  2.81
C  -2.953968  0.049838  8.531212  -1.75
C  7.313431  -0.706629  0.993480  -1.88
C  2.600351  -2.483926  -1.974098  -0.75
C  7.395584  2.528242  -2.342758  -1.88
C  -3.602342  -2.075270  -7.472331  -0.19
C  6.331599  3.396092  -0.192619  -1.27
C  0.157875  2.306684  1.500196  -0.75
C  -1.341016  3.972552  0.625532  -0.78
C  8.845357  0.625940  -0.364709  -1.62
C  -4.256248  0.430376  6.483184  -1.90
C  -0.778251  -1.977262  -4.568910  0.04
C  2.679740  -0.815957  -1.879660  0.13
C  -3.291048  -0.148783  -2.811058  0.57
C  -0.836313  -1.487076  6.655229  1.66
C  -2.443465  0.090369  -1.388176  -0.83
C  -1.833231  -2.430053  -3.405824  -0.49
B  -0.601187  2.180085  -0.810932  -0.19
B  0.399233  -0.121686  -1.312631  0.45
B  -2.679191  -0.717892  0.914116  0.55
H  -2.760564  -0.739734  9.261555  0.32
H  2.239564  -2.701926  -3.082393  0.19
H  0.222615  -0.196032  8.088078  0.37
H  -2.058236  -3.587854  -3.593654  0.45
H  4.836848  1.781141  -2.896949  0.45
H  -0.723653  -3.642172  7.003941  0.39
H  -0.318698  4.568658  0.778085  0.31
H  4.951499  3.518802  -2.583855  0.52
H  7.354410  3.925069  1.627634  0.38
H  -4.954031  -3.135524  -8.994178  0.28
H  6.550774  1.683266  2.027769  0.36
H  8.275102  3.020271  -1.920166  0.34
H  -6.713981  -2.714555  -6.322999  0.18
H  -2.035020  4.292555  1.524681  0.25
H  -1.515074  -0.690771  2.636513  0.10
H  -1.718504  -3.203225  5.629420  0.29
H  -3.751411  -1.787621  -4.485339  -0.06
H  6.414496  -0.788969  1.614205  0.34
H  -7.128701  -2.403545  -8.135696  0.31
H  -3.989234  -2.312115  -2.692904  0.46
H  -2.133282  0.775655  8.577632  0.34
H  -3.841677  0.580417  8.896598  0.49
H  -3.366136  0.597781  2.313795  0.23
H  8.303012  1.661216  2.057543  0.38
H  1.719378  -2.871678  -1.275757  0.08
H  7.295342  -1.516364  0.253646  0.44
H  -4.000347  -1.226071  -6.737274  -0.11
H  -1.258847  -2.393267  -2.377474  0.06
H  -2.983707  1.002221  -0.838956  0.26
H  4.055083  2.507226  -1.474019  0.26
H  1.160399  2.353738  0.892314  0.25
H  0.223428  -1.776171  -0.084107  0.23
H  -1.874321  4.340985  -0.355056  0.16
H  7.712077  1.584618  -2.803083  0.34
H  -4.582458  0.105515  5.488348  0.30
H  1.145934  -2.179177  5.972689  0.42
H  -0.827331  -1.379786  8.880322  0.32
H  -2.448448  -2.920618  8.579908  0.30
H  3.074872  -0.441485  -0.834137  0.08
H  9.195946  1.584898  -0.743670  0.30
H  0.083502  -1.760690  4.642801  0.24
H  -3.158370  -3.998566  7.397425  0.38
H  8.430224  3.405240  0.348325  0.31
H  -4.572981  -1.983358  7.837197  0.33
H  -6.120495  -1.096143  -7.226835  0.23
H  -0.079251  -2.924704  -4.769629  0.52
H  -4.830037  -4.114237  -7.324601  0.30
H  -4.141654  -2.204330  6.150661  0.39
H  -2.838038  -3.503193  -5.826504  0.22
H  0.681344  -1.897442  8.190231  0.43
H  0.212543  3.137717  2.335410  0.37
H  3.533570  -0.520205  -2.660036  0.13
H  5.383768  3.417491  0.362926  0.36
H  -0.035222  -1.113021  -4.260845  -0.30
H  8.860544  -0.093907  -1.191358  0.38
H  -1.746432  -3.530856  -7.370016  0.40
H  7.067412  3.168149  -3.170931  0.49
H  -2.032304  -0.572292  -6.017079  0.12
H  6.435965  4.387832  -0.652256  0.34
H  0.066789  1.274144  2.049965  0.02
H  9.606030  0.304962  0.358099  0.43
H  3.618060  -2.998494  -1.711940  0.37
H  8.163647  -0.892721  1.661095  0.43
H  0.832152  -0.476781  5.616052  0.45
H  -5.155249  0.429167  7.108763  0.49
H  -0.542561  -1.450528  -6.788131  0.47
H  -0.333114  3.764768  -2.020765  0.34
H  -3.131823  -1.556641  -8.433620  0.34
H  -3.904392  1.467193  6.409840  0.45

Forces on the atoms, in the same order (eV/Å):
F 3.0 -4.1 1.1
F -0.7 -1.1 5.1
F 2.8 2.9 2.4
F 0.7 0.4 -5.3
F 4.8 -0.1 -0.1
F 0.9 1.6 -4.5
F -4.6 -1.9 1.2
O 3.2 -0.6 -0.5
O 0.0 2.4 1.5
O -1.6 -0.1 -2.9
O 0.9 0.7 3.5
O -1.6 -0.7 3.8
O -1.7 2.2 -1.6
O -5.1 -5.2 5.6
O 1.0 1.4 1.1
O 3.3 0.5 -1.8
O -3.2 -1.9 0.2
N -1.7 -2.0 -4.5
N 1.8 1.8 -0.7
N -4.0 0.2 3.2
C -0.3 0.2 -0.1
C 0.0 0.0 0.1
C -0.7 1.3 -1.0
C 0.3 -0.2 -0.3
C 1.6 -1.0 0.5
C -0.3 0.1 -0.1
C -0.2 4.1 1.1
C -0.2 0.1 0.2
C -0.1 -0.7 0.6
C -0.9 -1.7 0.2
C -0.8 0.8 0.5
C -3.0 0.2 -1.6
C 0.0 1.2 -1.6
C 2.2 2.5 -3.4
C -1.4 0.9 1.2
C -0.1 -1.2 1.6
C -0.6 0.3 -0.4
C 0.7 -0.8 -0.8
C -0.8 -0.3 -0.3
C 0.0 0.0 0.0
C -1.0 -0.1 -1.6
C 0.2 0.0 0.3
C -0.7 0.2 -0.2
C -1.5 1.0 -0.3
C 0.4 -0.1 -0.1
C 0.5 -0.3 0.7
C 0.0 -0.2 0.3
C 0.5 -1.2 1.2
C -0.4 1.5 0.4
C 0.1 0.2 -0.2
C 0.6 -0.2 -0.7
C 0.6 -0.4 -0.8
C 2.6 -1.0 -0.6
C 2.2 -1.7 0.0
C 1.9 -0.4 0.7
C -1.5 1.8 1.4
C 0.4 -0.6 -0.4
B 0.7 1.8 -0.2
B 2.1 -1.5 -1.2
B 0.7 -0.1 2.0
H 0.1 0.1 -0.1
H 1.0 0.2 2.3
H -0.1 -0.1 -0.1
H 0.3 2.6 0.5
H 0.0 0.1 0.2
H 0.1 0.3 -0.1
H -2.3 -1.2 -0.7
H 0.3 -0.1 0.2
H 0.0 -0.1 -0.1
H 0.2 -0.2 2.6
H 0.0 -0.1 -0.2
H 0.0 -0.2 0.0
H 1.1 1.1 -2.0
H 1.3 -1.0 -1.7
H -0.6 -1.2 -1.0
H 0.1 0.3 0.0
H 0.9 0.8 2.0
H 0.1 0.1 -0.3
H 1.8 0.2 1.7
H 1.5 1.4 -1.5
H -0.1 -0.2 -0.1
H 0.1 -0.2 -0.3
H -0.9 -1.2 -1.7
H -0.1 -0.2 -0.2
H 2.1 0.7 -1.3
H 0.0 0.2 0.1
H 0.9 -1.7 -1.7
H -1.4 0.1 -1.9
H 0.7 -2.1 -1.1
H 0.2 -0.2 -0.1
H -1.8 -0.1 1.2
H 0.7 2.3 0.3
H 1.0 -0.7 1.9
H -0.1 0.1 0.2
H 0.3 0.0 0.1
H -0.3 0.1 0.2
H 0.0 0.1 -0.1
H 0.0 0.0 0.0
H -1.2 -0.8 -2.1
H -0.1 0.0 -0.1
H -0.1 0.2 0.2
H 0.0 0.1 0.0
H 0.0 0.0 0.0
H 0.2 0.3 -0.1
H -0.1 -2.5 -0.1
H -1.4 2.0 0.5
H 0.1 2.1 -0.9
H 0.1 0.2 0.0
H 1.0 1.4 -1.7
H -0.2 0.1 -0.3
H -0.3 -1.6 -1.8
H -2.0 -0.5 1.7
H 0.0 -0.2 -0.2
H -1.7 -1.7 -0.4
H -0.1 0.1 0.1
H -1.1 1.5 1.3
H -0.2 -0.1 0.3
H 1.1 -2.2 0.3
H -0.1 -0.3 -0.2
H 0.5 1.9 -1.1
H -0.4 0.0 0.0
H -2.0 1.1 -0.6
H 0.0 0.3 -0.3
H -0.2 -0.1 0.0
H 0.4 -0.2 0.1
H -1.8 -0.1 1.7
H 1.4 -0.9 0.5
H -1.3 -1.1 2.0
H 0.0 -0.2 0.0

=====

The following is a quantum chemistry calculation of an isolated ion of composition C5H6ClN2 and charge +1 in a non-equilibrium geometry, from the OMol25 dataset.

Output
- SMILES: C/N=C/C=C\[N+]#CCl
- Spin multiplicity: 1
- Net charge: +1
- Energy relative to the best compared isomer or geometry (same formula, charge and spin): 239.58 kJ/mol
- Orbital gap (spin up / spin down): 7.7 / 7.7 eV
- Max |F|: 5.04 eV/Å

Each line ends with the Mulliken charge.
Element x y z (Å)
Cl  -3.848243  -0.923093  0.161330  0.03
N  0.628631  -0.722301  0.051082  -0.33
N  -1.824714  0.827327  -0.177013  0.07
C  1.155229  0.368305  0.443505  0.04
C  0.473390  1.604427  0.234869  -0.29
C  1.246618  -1.894138  -0.183138  -0.71
C  -2.741791  0.201749  0.132062  0.47
C  -0.869610  1.751763  -0.194525  -0.15
H  2.236192  0.351445  0.823452  0.33
H  0.637670  -2.701262  0.345586  0.27
H  -1.243405  2.763898  -0.624878  0.31
H  0.812657  -1.984680  -1.215477  0.32
H  2.273404  -2.259037  -0.043220  0.36
H  1.063966  2.615594  0.246366  0.28

Forces on the atoms, in the same order (eV/Å):
Cl -0.8 -0.5 0.2
N -1.3 4.0 1.3
N -1.0 -1.0 1.0
C 2.5 -1.4 0.7
C -2.6 2.8 -1.3
C -1.5 -4.7 -0.9
C 0.9 -0.1 -0.9
C 3.5 3.5 -0.2
H -1.4 0.5 -0.6
H 0.5 0.8 -0.6
H 0.8 -1.9 1.0
H 1.3 -1.1 0.2
H 0.3 1.3 0.0
H -1.1 -2.2 0.0